{
  "formula": "C4H4O4",
  "method": "ωB97M-V/def2-TZVPD",
  "spin_multiplicity": 1,
  "homo_energy_ev": -10.4,
  "e_above_lowest_kj_mol": 464.71,
  "e_tot_ev": -12398.488,
  "orbital_gap_ev": 9.9263,
  "elements": ["C", "C", "C", "C", "H", "H", "H", "H", "O", "O", "O", "O"],
  "xyz": [[-1.59, -0.46, -0.18], [-0.67, 0.66, -0.39], [0.51, 0.88, 0.42], [1.65, -0.21, 0.10], [-0.35, -2.01, -1.12], [0.45, 0.64, 1.56], [0.84, 1.89, 0.56], [2.88, -0.16, 0.73], [-1.18, -1.76, -0.24], [-2.70, -0.19, 0.32], [-1.02, 1.70, -0.98], [1.17, -0.99, -0.78]],
  "lowdin_charge": [-0.4397, -0.3339, -0.0905, -0.1045, 0.2866, 0.1665, 0.1120, 0.2148, 0.0085, 0.1251, 0.1245, -0.0695]
}